{
  "formula": "C4H11NO2",
  "method": "the ωB97M-V functional and the def2-TZVPD basis",
  "species": ["N", "C", "C", "O", "C", "C", "O", "H", "H", "H", "H", "H", "H", "H", "H", "H", "H", "H"],
  "xyz": [[-1.5236, 0.1605, 1.1722], [-0.5405, -0.4221, 0.2075], [-0.3819, -1.9201, 0.4717], [1.0933, -2.1453, 0.7220], [0.7327, 0.4211, 0.0153], [0.5718, 1.7016, -0.8795], [0.2747, 1.4306, -2.2493], [-1.7747, 1.1208, 0.8467], [-1.0232, 0.4331, 2.0046], [-1.0907, -0.2528, -0.7681], [-0.7857, -2.5615, -0.3250], [-1.0973, -2.1538, 1.3136], [1.3583, -3.0624, 0.7107], [1.6095, -0.0883, -0.3028], [1.0835, 0.7018, 1.0146], [1.5863, 2.0971, -0.6904], [-0.1784, 2.3311, -0.5367], [0.0860, 2.2085, -2.7271]],
  "lowdin_charge": [0.020, -0.381, -0.148, -0.097, -0.144, -0.235, -0.048, 0.078, 0.058, 0.144, 0.109, 0.116, 0.065, 0.093, 0.117, 0.116, 0.081, 0.057],
  "smiles": "N[C@H](CO)CCO",
  "fmax_ev_per_a": 2.68,
  "total_energy_ev": -9909.931
}